No. 1
Density functional theory data (ωB97M-V with the def2-TZVPD basis set) for 2 unconnected molecules or ions with the total composition C5H8N at a distorted geometry.

Each line ends with the natural charge from an NBO analysis.
Positions of all 14 atoms, in Å:
C (-1.93, -0.06, -2.08)  0.03
C (0.48, 0.64, 2.56)  -0.45
C (0.15, -0.39, 1.89)  0.08
C (-0.15, -0.14, -0.37)  0.32
C (1.32, -0.20, -0.76)  -0.72
N (-1.02, 0.05, -1.32)  -0.33
H (-2.24, 0.99, -2.43)  0.23
H (-2.47, -0.95, -2.42)  0.24
H (0.40, 0.63, 3.57)  0.28
H (0.78, 1.61, 2.12)  0.28
H (-0.31, -1.40, 1.82)  0.27
H (1.89, 0.76, -0.70)  0.28
H (1.34, -0.55, -1.86)  0.24
H (1.76, -0.98, -0.02)  0.25

Calculated values
energy relative to the best compared isomer or geometry (same formula, charge and spin)	142.83	kcal/mol
highest occupied orbital energy (spin up / spin down)	-0.5213 / -0.5214	Eh
multiplicity	1
Kohn-Sham gap (spin up / spin down)	8.8861 / 8.8873	eV
total charge	+1



No. 2
Density functional theory data (ωB97M-V with the def2-TZVPD basis set) for a molecular structure, C17H23AsAuBF4N2O4.

Each line ends with the Mulliken spin population.
Positions of all 53 atoms, in Å:
Au (0.83, -0.42, -0.52)  0.29
O (-0.42, -0.89, -4.40)  0.23
C (0.16, -0.64, -3.40)  0.51
O (-0.21, -0.14, -2.28)  0.25
C (2.48, -1.25, -3.49)  0.01
O (2.80, -0.57, -4.38)  0.05
O (2.47, -2.02, -2.60)  0.05
N (2.11, -0.24, 1.04)  0.02
C (2.26, -0.14, 2.19)  0.03
N (2.52, -0.02, 3.45)  0.02
C (2.95, -1.17, 4.25)  0.00
C (4.34, -0.89, 4.81)  0.00
C (4.36, 0.44, 5.56)  0.00
C (3.85, 1.59, 4.68)  0.00
C (2.47, 1.28, 4.13)  0.00
H (2.91, -2.07, 3.64)  0.00
H (2.22, -1.29, 5.06)  0.00
H (5.06, -0.87, 3.98)  0.00
H (4.63, -1.71, 5.47)  0.00
H (5.36, 0.65, 5.92)  0.00
H (3.71, 0.36, 6.44)  0.00
H (4.54, 1.76, 3.85)  0.00
H (3.81, 2.52, 5.26)  0.00
H (2.10, 2.02, 3.43)  0.00
H (1.73, 1.19, 4.93)  0.00
C (-0.26, -3.67, -1.74)  0.03
As (-0.67, -2.45, -0.30)  0.42
C (-0.71, -3.59, 1.25)  0.03
C (-2.48, -1.81, -0.69)  0.01
C (-3.47, -2.85, -0.26)  0.01
C (-3.87, -3.87, -1.12)  0.02
C (-4.75, -4.85, -0.69)  -0.01
C (-5.24, -4.83, 0.60)  0.01
C (-4.85, -3.81, 1.47)  -0.01
C (-3.97, -2.83, 1.05)  0.02
H (-0.91, -4.54, -1.64)  0.01
H (0.78, -3.98, -1.66)  0.00
H (-0.43, -3.19, -2.70)  0.00
H (-1.24, -4.50, 0.97)  0.01
H (-1.21, -3.08, 2.06)  -0.01
H (0.32, -3.82, 1.54)  0.00
H (-2.50, -1.62, -1.76)  0.00
H (-2.59, -0.88, -0.15)  0.00
H (-3.49, -3.88, -2.14)  0.00
H (-5.06, -5.63, -1.38)  0.00
H (-5.93, -5.59, 0.94)  0.00
H (-5.24, -3.78, 2.48)  0.00
H (-3.67, -2.04, 1.72)  0.00
F (-0.30, 0.80, 3.14)  0.00
B (-0.90, -0.47, 3.07)  0.00
F (0.10, -1.46, 3.23)  0.00
F (-1.90, -0.62, 4.01)  0.00
F (-1.44, -0.62, 1.76)  0.00

Calculated values
energy relative to the best compared isomer or geometry (same formula, charge and spin)	0.00	kcal/mol
highest occupied orbital energy (spin up / spin down)	-0.2876 / -0.3432	Eh
multiplicity	3
Kohn-Sham gap (spin up / spin down)	8.2141 / 6.7522	eV



No. 3
Density functional theory data (ωB97M-V with the def2-TZVPD basis set) for a single C7H12P2 molecule at a distorted geometry.

Each line ends with the natural charge from an NBO analysis.
Positions of all 21 atoms, in Å:
C (0.36, 1.75, 0.10)  -0.40
C (1.30, 1.05, -0.94)  -0.44
C (-0.50, 0.40, 0.16)  -0.22
C (1.00, -1.54, -0.89)  -0.47
C (0.12, -1.21, -2.05)  -0.45
C (0.53, -0.18, -0.71)  0.00
C (-0.69, -0.15, 1.66)  -0.74
P (-0.55, -2.51, -0.93)  0.48
P (-1.54, 0.83, 2.84)  0.36
H (0.83, 2.13, 1.07)  0.21
H (-0.03, 2.68, -0.30)  0.22
H (1.55, 1.44, -2.00)  0.22
H (2.33, 0.80, -0.64)  0.21
H (-1.56, 0.47, -0.19)  0.23
H (1.98, -1.95, -0.88)  0.23
H (0.43, -1.01, -2.96)  0.21
H (0.34, -0.44, 2.13)  0.23
H (-1.37, -1.01, 1.48)  0.25
H (-0.16, -3.82, -1.60)  -0.04
H (-2.78, 0.44, 2.69)  -0.05
H (-1.60, 1.84, 1.97)  -0.05

Calculated values
energy relative to the best compared isomer or geometry (same formula, charge and spin)	99.65	kcal/mol
highest occupied orbital energy	-0.3107	Eh
multiplicity	1
SMILES string	PC[C@H]1CC[C@]12[C@@H]1P[C@@H]12
Kohn-Sham gap	9.4983	eV



No. 4
Density functional theory data (ωB97M-V with the def2-TZVPD basis set) for 8 unconnected molecules or ions with the total composition H16O8 at a distorted geometry.

Each line ends with the natural charge from an NBO analysis.
Positions of all 24 atoms, in Å:
H (0.16, -0.27, -1.22)  0.47
H (-0.16, -0.91, 0.12)  0.48
H (-0.50, -0.37, 3.45)  0.47
H (0.81, -0.94, 2.93)  0.47
H (0.11, -2.56, -1.74)  0.49
H (-1.11, -2.35, -0.86)  0.47
H (3.29, -3.41, -1.19)  0.47
H (2.18, -3.74, -0.21)  0.47
H (2.08, 0.45, 0.54)  0.47
H (0.93, 1.26, -0.05)  0.49
H (2.71, 3.37, 0.20)  0.49
H (2.19, 4.49, -0.68)  0.46
H (-1.93, 1.07, -0.92)  0.46
H (-2.02, 2.13, 0.17)  0.47
H (-4.86, 0.06, -0.94)  0.47
H (-5.16, 0.13, 0.55)  0.47
O (0.40, -0.24, -0.29)  -0.95
O (0.09, -0.34, 2.69)  -0.94
O (-0.17, -2.14, -0.91)  -0.95
O (2.85, -3.08, -0.40)  -0.93
O (1.88, 1.15, -0.09)  -0.97
O (3.00, 4.10, -0.35)  -0.95
O (-2.32, 1.93, -0.72)  -0.94
O (-4.44, 0.19, -0.08)  -0.93

Calculated values
energy relative to the best compared isomer or geometry (same formula, charge and spin)	122.55	kcal/mol
highest occupied orbital energy	-0.3320	Eh
multiplicity	1
SMILES string	O.O.O.O.O.O.O.O
Kohn-Sham gap	9.0085	eV



energy relative to the best compared isomer or geometry (same formula, charge and spin) of number 2 (C17H23AsAuBF4N2O4)?
0.00 kcal/mol



Among the records above, which one has the highest energy relative to the best compared isomer or geometry (same formula, charge and spin)?
C5H8N



multiplicity of number 2 (C17H23AsAuBF4N2O4)?
3



Look up the energy relative to the best compared isomer or geometry (same formula, charge and spin) of the second one.
0.00 kcal/mol